A 13-piece molecular cluster, C27H33BrCl37FO8P overall in a non-equilibrium geometry, computed with wB97M-V/def2-TZVPD.

Atoms and positions in Å:
Br1 -0.63 2.10 -0.99
Cl1 -0.21 -11.97 1.60
Cl2 -3.02 -0.36 -3.45
Cl3 -1.83 -10.58 3.59
Cl4 3.99 3.72 2.38
Cl5 -1.79 1.16 -5.59
Cl6 -4.33 6.75 -1.18
Cl7 -6.80 5.72 3.02
Cl8 0.39 8.52 2.83
Cl9 -5.28 8.19 2.94
Cl10 -6.31 3.20 7.24
Cl11 -5.45 11.15 4.70
Cl12 3.76 1.19 -2.43
Cl13 -2.64 10.47 4.84
Cl14 -2.37 -8.39 -5.40
Cl15 3.92 3.81 -3.66
Cl16 3.74 8.77 5.55
Cl17 -2.70 2.52 -3.19
Cl18 6.18 1.98 -3.82
Cl19 4.91 8.04 8.11
Cl20 6.55 8.05 5.71
Cl21 9.42 5.30 -1.95
Cl22 -3.02 -11.42 1.07
Cl23 -0.45 -6.51 -6.53
Cl24 -9.03 4.21 7.02
Cl25 7.01 4.50 -0.55
Cl26 5.68 4.79 4.48
Cl27 -8.02 2.29 5.08
Cl28 -4.27 10.42 7.25
Cl29 -2.09 4.91 -1.32
Cl30 -4.55 4.10 0.00
Cl31 -7.55 7.82 1.17
Cl32 3.64 6.46 3.24
Cl33 3.06 -5.42 -1.72
Cl34 -0.59 7.80 0.19
Cl35 2.25 7.90 0.70
Cl36 0.36 -8.35 -4.43
Cl37 7.17 7.12 -1.78
P1 1.59 -4.64 -2.98
F1 2.94 -0.94 -0.51
O1 0.63 -2.46 -4.02
O2 -1.26 -3.74 -4.42
O3 -0.80 -4.97 -1.02
O4 -0.87 -0.38 0.13
O5 2.93 -1.02 -3.89
O6 2.17 -4.92 -4.54
O7 -0.22 -7.55 -0.43
O8 3.95 -2.65 -2.90
C1 7.66 5.43 -1.90
C2 0.69 8.60 1.09
C3 0.65 -2.10 -1.71
C4 -3.00 1.18 -4.31
C5 -7.60 3.65 6.13
C6 -3.99 11.22 5.70
C7 1.08 -2.61 -0.31
C8 -3.85 5.06 -1.31
C9 -0.13 -6.65 0.67
C10 -1.82 -11.81 2.31
C11 3.41 -2.85 0.83
C12 5.20 8.81 6.54
C13 4.41 2.11 -3.77
C14 -1.49 -3.74 -1.24
C15 -0.96 -7.37 -5.07
C16 -0.97 -5.38 0.34
C17 -0.38 0.12 -0.82
C18 1.51 -2.75 -2.89
C19 2.30 -1.86 0.33
C20 2.89 -2.11 -3.25
C21 -0.58 -8.87 -0.04
C22 -0.57 -3.12 -3.70
C23 -1.40 -9.54 -1.20
C24 -6.21 7.03 1.99
C25 -0.75 -2.75 -2.18
C26 0.38 -0.58 -1.95
C27 4.81 5.16 2.99
H1 -0.62 -4.55 1.01
H2 -2.46 -4.00 -1.74
H3 5.46 9.85 6.72
H4 -0.97 -9.34 -2.19
H5 1.92 -1.30 1.22
H6 0.32 -9.51 0.13
H7 -1.24 -6.63 -4.32
H8 5.53 5.49 2.24
H9 0.70 9.65 0.80
H10 -1.20 -8.92 0.88
H11 -2.45 -9.16 -1.16
H12 1.43 -5.18 -5.11
H13 0.95 -6.41 0.82
H14 4.01 1.70 -4.69
H15 -5.55 6.60 1.24
H16 -1.78 -3.23 -0.29
H17 0.26 -2.57 0.45
H18 3.07 -3.90 0.90
H19 -7.25 4.47 5.51
H20 -3.75 12.26 5.88
H21 7.26 5.02 -2.82
H22 -4.23 4.67 -2.25
H23 -0.49 -7.07 1.63
H24 -2.09 -12.76 2.75
H25 4.21 -2.81 0.04
H26 1.35 -3.68 -0.39
H27 -1.47 -1.90 -2.23
H28 1.36 -0.05 -2.07
H29 3.88 -2.45 1.76
H30 -3.97 1.32 -4.76
H31 -1.43 -10.65 -1.07
H32 -2.05 -5.55 0.59
H33 -0.17 -0.37 -2.89

Calculated values
Highest occupied orbital energy   -4.8822 eV
Total charge   -1
Calculated total energy   -21692.8626 hartree
LUMO energy   1.4 eV
Spin multiplicity   1
Relative energy (zero: lowest compared OMol25 entry of this formula, charge and spin)   1.197 eV

Atomic partial charges in e from the Löwdin method, atoms 1 to 99: atom 1 (Br): 0.621, atom 2 (Cl): 0.554, atom 3 (Cl): 0.614, atom 4 (Cl): 0.523, atom 5 (Cl): 0.537, atom 6 (Cl): 0.558, atom 7 (Cl): 0.546, atom 8 (Cl): 0.532, atom 9 (Cl): 0.506, atom 10 (Cl): 0.511, atom 11 (Cl): 0.523, atom 12 (Cl): 0.504, atom 13 (Cl): 0.628, atom 14 (Cl): 0.512, atom 15 (Cl): 0.512, atom 16 (Cl): 0.483, atom 17 (Cl): 0.497, atom 18 (Cl): 0.472, atom 19 (Cl): 0.506, atom 20 (Cl): 0.518, atom 21 (Cl): 0.512, atom 22 (Cl): 0.514, atom 23 (Cl): 0.561, atom 24 (Cl): 0.555, atom 25 (Cl): 0.515, atom 26 (Cl): 0.520, atom 27 (Cl): 0.507, atom 28 (Cl): 0.516, atom 29 (Cl): 0.521, atom 30 (Cl): 0.463, atom 31 (Cl): 0.554, atom 32 (Cl): 0.523, atom 33 (Cl): 0.468, atom 34 (Cl): 0.271, atom 35 (Cl): 0.514, atom 36 (Cl): 0.514, atom 37 (Cl): 0.547, atom 38 (Cl): 0.507, atom 39 (P): 0.724, atom 40 (F): -0.056, atom 41 (O): -0.012, atom 42 (O): 0.124, atom 43 (O): -0.181, atom 44 (O): 0.054, atom 45 (O): -0.114, atom 46 (O): -0.314, atom 47 (O): -0.150, atom 48 (O): -0.060, atom 49 (C): -1.552, atom 50 (C): -1.539, atom 51 (C): -0.251, atom 52 (C): -1.496, atom 53 (C): -1.561, atom 54 (C): -1.548, atom 55 (C): -0.077, atom 56 (C): -1.525, atom 57 (C): -0.176, atom 58 (C): -1.524, atom 59 (C): -0.041, atom 60 (C): -1.540, atom 61 (C): -1.513, atom 62 (C): -0.164, atom 63 (C): -1.532, atom 64 (C): -0.193, atom 65 (C): -0.719, atom 66 (C): -0.382, atom 67 (C): -0.312, atom 68 (C): -0.702, atom 69 (C): -0.294, atom 70 (C): -0.477, atom 71 (C): -0.105, atom 72 (C): -1.553, atom 73 (C): -0.140, atom 74 (C): -0.112, atom 75 (C): -1.532, atom 76 (H): 0.118, atom 77 (H): 0.141, atom 78 (H): 0.010, atom 79 (H): 0.026, atom 80 (H): 0.136, atom 81 (H): 0.094, atom 82 (H): 0.010, atom 83 (H): -0.002, atom 84 (H): 0.012, atom 85 (H): 0.085, atom 86 (H): 0.075, atom 87 (H): -0.009, atom 88 (H): 0.122, atom 89 (H): 0.020, atom 90 (H): -0.073, atom 91 (H): 0.127, atom 92 (H): 0.108, atom 93 (H): 0.051, atom 94 (H): -0.040, atom 95 (H): 0.011, atom 96 (H): -0.003, atom 97 (H): -0.016, atom 98 (H): 0.120, atom 99 (H): 0.009

C27H33BrIrN3O2Se2 as an isolated structure, computed with wB97M-V/def2-TZVPD.

Atoms and positions in Å:
Ir1 0.08 -1.76 0.56
Br1 0.97 2.20 -5.61
Se1 -0.66 -4.13 -0.12
Se2 -1.35 -2.06 2.61
O1 -1.46 -0.62 -0.88
O2 0.08 -1.95 -2.49
N1 -3.06 1.93 -0.63
N2 -1.07 2.86 -0.15
N3 1.98 2.23 0.38
C1 2.68 3.38 -0.09
C2 4.29 -2.14 -0.13
C3 1.81 2.02 1.80
C4 4.71 -0.95 -0.70
C5 2.50 -0.04 -0.39
C6 -2.94 4.24 2.76
C7 -1.74 2.15 -1.00
C8 -1.84 4.02 1.97
C9 2.97 -2.29 0.27
C10 -4.19 3.68 2.45
C11 2.04 -1.25 0.15
C12 0.43 -0.01 -3.94
C13 -0.56 2.08 -3.22
C14 -3.25 2.68 0.54
C15 1.57 1.16 -0.52
C16 3.81 0.10 -0.83
C17 -4.37 2.89 1.33
C18 -2.00 3.23 0.83
C19 1.09 -2.67 -3.21
C20 -1.42 -4.76 1.59
C21 0.20 1.35 -4.13
C22 -0.34 -1.42 4.14
C23 -0.95 -3.97 2.80
C24 -0.96 0.06 -1.99
C25 -2.33 -3.80 -1.05
C26 -0.14 -0.66 -2.85
C27 -1.13 1.43 -2.14
H1 2.62 1.38 2.15
H2 -2.50 -4.72 1.48
H3 -5.04 3.88 3.09
H4 1.27 -3.58 -2.65
H5 1.55 1.56 -1.53
H6 -2.97 -3.15 -0.45
H7 0.57 0.88 -0.21
H8 -0.79 -1.82 5.04
H9 -1.47 -4.32 3.70
H10 2.01 -2.08 -3.27
H11 0.12 -4.06 2.96
H12 -3.79 1.77 -1.31
H13 -2.82 -4.75 -1.25
H14 -0.88 4.47 2.19
H15 0.86 1.53 1.98
H16 1.85 2.97 2.32
H17 -0.69 3.15 -3.34
H18 2.66 -3.24 0.67
H19 -2.14 -0.07 -0.46
H20 -1.12 -5.80 1.70
H21 0.70 -1.71 4.05
H22 -5.34 2.47 1.08
H23 3.76 3.22 0.06
H24 4.13 1.03 -1.29
H25 -0.43 -0.33 4.13
H26 2.48 3.54 -1.15
H27 1.04 -0.56 -4.65
H28 -2.85 4.86 3.64
H29 2.39 4.26 0.49
H30 -2.07 -3.31 -1.99
H31 4.99 -2.96 -0.02
H32 5.73 -0.83 -1.05
H33 0.73 -2.91 -4.22

Calculated values
Highest occupied orbital energy (spin up / spin down)   -13.1516 / -13.5873 eV
Total charge   +2
Calculated total energy   -8843.9671 hartree
LUMO energy (spin up / spin down)   -4.6 / -7.9 eV
Spin multiplicity   5
Relative energy (zero: lowest compared OMol25 entry of this formula, charge and spin)   0.507 eV

Listed below, in e, are the Löwdin charges computed for each atom: atom 1 (Ir): 0.834, atom 2 (Br): 0.825, atom 3 (Se): 0.946, atom 4 (Se): 0.901, atom 5 (O): -0.075, atom 6 (O): -0.150, atom 7 (N): 0.159, atom 8 (N): 0.198, atom 9 (N): -0.072, atom 10 (C): 0.022, atom 11 (C): -0.057, atom 12 (C): 0.017, atom 13 (C): -0.049, atom 14 (C): -0.242, atom 15 (C): -0.068, atom 16 (C): -0.290, atom 17 (C): -0.019, atom 18 (C): -0.127, atom 19 (C): -0.064, atom 20 (C): -0.286, atom 21 (C): -0.035, atom 22 (C): -0.065, atom 23 (C): -0.186, atom 24 (C): -0.125, atom 25 (C): -0.031, atom 26 (C): -0.005, atom 27 (C): -0.218, atom 28 (C): -0.031, atom 29 (C): -0.491, atom 30 (C): -0.679, atom 31 (C): -0.339, atom 32 (C): -0.507, atom 33 (C): -0.205, atom 34 (C): -0.330, atom 35 (C): -0.220, atom 36 (C): -0.113, atom 37 (H): 0.129, atom 38 (H): 0.079, atom 39 (H): 0.114, atom 40 (H): 0.087, atom 41 (H): 0.130, atom 42 (H): 0.036, atom 43 (H): 0.082, atom 44 (H): 0.044, atom 45 (H): 0.090, atom 46 (H): 0.103, atom 47 (H): 0.079, atom 48 (H): 0.177, atom 49 (H): 0.047, atom 50 (H): 0.108, atom 51 (H): 0.099, atom 52 (H): 0.110, atom 53 (H): 0.125, atom 54 (H): 0.089, atom 55 (H): 0.108, atom 56 (H): 0.081, atom 57 (H): 0.039, atom 58 (H): 0.119, atom 59 (H): 0.130, atom 60 (H): 0.119, atom 61 (H): 0.028, atom 62 (H): 0.113, atom 63 (H): 0.114, atom 64 (H): 0.112, atom 65 (H): 0.116, atom 66 (H): 0.025, atom 67 (H): 0.118, atom 68 (H): 0.119, atom 69 (H): 0.111

C27H33Ge2N5O3PtS as an isolated structure in a non-equilibrium geometry, computed with wB97M-V/def2-TZVPD.

Atoms and positions in Å:
Pt1 -1.61 0.50 1.85
Ge1 1.12 0.51 -0.92
Ge2 3.12 -2.00 0.27
S1 0.37 1.55 2.80
O1 -0.72 1.01 -1.10
O2 -4.41 2.14 2.59
O3 -2.90 -0.84 3.06
N1 0.98 -1.04 2.22
N2 -0.33 -1.25 2.15
N3 -3.51 1.74 1.62
N4 2.70 0.34 2.79
N5 -1.68 1.26 -0.20
C1 0.63 1.89 -3.44
C2 1.20 0.72 -2.96
C3 0.71 0.99 -5.66
C4 3.33 4.36 0.93
C5 -4.49 -2.47 2.61
C6 1.58 -0.29 -3.83
C7 -4.80 -3.75 2.23
C8 4.74 -1.59 -0.88
C9 1.27 3.37 0.15
C10 -2.50 -4.17 1.68
C11 -3.15 -1.98 2.57
C12 -0.78 -2.46 1.92
C13 3.99 3.17 0.71
C14 -5.20 2.42 -0.01
C15 1.97 4.46 0.64
C16 3.30 2.09 0.20
C17 0.37 2.01 -4.79
C18 -3.79 -4.61 1.77
C19 1.95 2.18 -0.08
C20 -3.87 1.89 0.38
C21 -2.88 1.56 -0.62
C22 3.81 -3.01 1.90
C23 1.34 -0.15 -5.19
C24 1.38 0.15 2.58
C25 -3.20 1.65 -2.08
C26 -2.13 -2.86 2.04
C27 1.99 -3.29 -0.82
H1 -2.33 1.36 -2.67
H2 0.48 1.08 -6.71
H3 4.62 -2.48 2.38
H4 5.05 3.08 0.93
H5 1.64 -0.94 -5.86
H6 2.05 -1.19 -3.46
H7 -5.59 1.91 -0.89
H8 -4.02 1.89 3.44
H9 1.45 5.39 0.81
H10 3.02 1.22 3.17
H11 -4.04 0.99 -2.32
H12 -5.23 -1.80 3.01
H13 3.29 -0.47 2.86
H14 3.81 1.15 0.04
H15 -5.90 2.30 0.81
H16 -5.82 -4.09 2.29
H17 -5.12 3.48 -0.23
H18 0.21 3.45 -0.05
H19 4.46 -1.19 -1.84
H20 3.86 5.21 1.33
H21 0.95 -3.29 -0.52
H22 4.19 -3.96 1.54
H23 3.02 -3.20 2.62
H24 2.40 -4.29 -0.69
H25 -0.11 2.91 -5.15
H26 2.03 -3.02 -1.87
H27 5.40 -0.88 -0.39
H28 -1.73 -4.85 1.32
H29 0.37 2.68 -2.76
H30 -4.05 -5.62 1.50
H31 -0.04 -3.23 1.68
H32 -3.49 2.67 -2.35
H33 5.30 -2.51 -1.03

Calculated values
Highest occupied orbital energy (spin up / spin down)   -9.9762 / -10.1401 eV
Total charge   +1
Calculated total energy   -6219.0423 hartree
LUMO energy (spin up / spin down)   -5.0 / -4.7 eV
Spin multiplicity   2
Relative energy (zero: lowest compared OMol25 entry of this formula, charge and spin)   4.854 eV

Listed below, in e, are the Löwdin charges computed for each atom: atom 1 (Pt): 1.101, atom 2 (Ge): 1.077, atom 3 (Ge): 0.939, atom 4 (S): 0.672, atom 5 (O): -0.344, atom 6 (O): 0.021, atom 7 (O): -0.142, atom 8 (N): -0.060, atom 9 (N): -0.131, atom 10 (N): -0.076, atom 11 (N): 0.107, atom 12 (N): -0.131, atom 13 (C): -0.131, atom 14 (C): -0.301, atom 15 (C): -0.080, atom 16 (C): -0.079, atom 17 (C): -0.006, atom 18 (C): -0.124, atom 19 (C): -0.061, atom 20 (C): -0.239, atom 21 (C): -0.158, atom 22 (C): -0.039, atom 23 (C): -0.380, atom 24 (C): -0.047, atom 25 (C): -0.085, atom 26 (C): 0.017, atom 27 (C): -0.083, atom 28 (C): -0.162, atom 29 (C): -0.079, atom 30 (C): -0.077, atom 31 (C): -0.355, atom 32 (C): -0.251, atom 33 (C): -0.245, atom 34 (C): -0.231, atom 35 (C): -0.080, atom 36 (C): -0.869, atom 37 (C): 0.014, atom 38 (C): -0.148, atom 39 (C): -0.254, atom 40 (H): 0.079, atom 41 (H): 0.106, atom 42 (H): 0.012, atom 43 (H): 0.105, atom 44 (H): 0.106, atom 45 (H): 0.077, atom 46 (H): 0.091, atom 47 (H): 0.122, atom 48 (H): 0.106, atom 49 (H): 0.104, atom 50 (H): 0.099, atom 51 (H): 0.116, atom 52 (H): 0.081, atom 53 (H): 0.063, atom 54 (H): 0.090, atom 55 (H): 0.113, atom 56 (H): 0.113, atom 57 (H): 0.092, atom 58 (H): 0.006, atom 59 (H): 0.107, atom 60 (H): -0.014, atom 61 (H): 0.025, atom 62 (H): 0.005, atom 63 (H): 0.016, atom 64 (H): 0.105, atom 65 (H): -0.002, atom 66 (H): 0.006, atom 67 (H): 0.115, atom 68 (H): 0.094, atom 69 (H): 0.106, atom 70 (H): 0.133, atom 71 (H): 0.104, atom 72 (H): 0.022